Entry from the OMol25 dataset: an isolated ion of composition CH5BrN3 and charge +1 at a distorted geometry (ωB97M-V/def2-TZVPD).

Summary:
Multiplicity: 1
Energy relative to the best compared isomer or geometry (same formula, charge and spin), kcal per mole: 3.0
Structure (SMILES): NC(=[NH2+])NBr
E_LUMO, Eh: -0.1747
Orbital gap, eV: 9.907
E_HOMO, eV: -14.662
DFT total energy, a.u.: -2779.11688
Total charge: +1

Geometry as XYZ:
```
10
Properties=species:S:1:pos:R:3:forces:R:3
C 0.025966 0.000842 -0.082974 1.045 1.089 3.018
H 0.377897 -0.962742 -1.685525 1.426 0.549 -0.576
Br -0.767607 1.635862 2.164003 0.899 -0.656 -0.980
H 1.649906 0.229638 -1.372870 1.518 0.917 -0.467
H -1.751508 -0.668862 0.854061 0.301 0.303 0.052
N 0.395169 0.889010 0.864189 0.728 0.952 -0.559
H 1.307575 1.357566 0.696257 -1.284 -0.049 0.517
N -0.986704 -0.814760 0.212387 0.751 1.123 -0.616
N 0.823047 -0.218549 -1.140247 -4.099 -2.198 0.854
H -1.073741 -1.448005 -0.509280 -1.285 -2.030 -1.243
```
Positions in Å, forces in eV/Å.